Entry 1:
Computed, not measured: one molecule with the formula C21H26N2O5S at a distorted geometry, with ωB97M-V/def2-TZVPD.

CARTESIAN COORDINATES (ANGSTROEM)
H -5.457 1.063 -1.014
H 6.146 -1.196 0.666
H -2.803 3.481 -1.294
H -2.134 4.888 -0.460
H -1.813 0.710 -1.732
O -3.093 1.696 1.887
C 0.236 1.170 0.575
C 3.894 1.393 0.144
C -2.328 -2.914 -0.175
C 4.975 0.593 0.861
H -3.942 -3.685 0.978
H -0.351 -3.431 1.701
H 0.205 4.661 -1.010
H 5.890 1.184 0.796
H -3.364 0.895 -2.581
N -3.441 1.081 -0.518
H 4.714 0.469 1.914
C 0.206 3.676 -0.567
H 3.705 -1.678 1.441
C 4.097 -1.765 0.420
C -0.959 1.817 0.333
H 1.360 -1.136 -2.303
C 1.444 1.785 0.254
H 5.409 -0.649 -0.848
C 5.242 -0.775 0.222
H -2.366 -4.401 1.379
H 2.338 3.515 -0.634
S -2.451 0.957 0.836
H -4.890 -0.426 -0.213
H 1.991 -2.875 1.551
H -1.025 -1.811 -2.190
C -0.874 -2.640 -0.228
C 1.832 -1.929 -0.383
O 4.151 2.191 -0.726
C -2.880 -3.485 1.102
O -3.049 -2.662 -1.121
H -2.960 3.603 0.451
H -5.077 1.079 0.725
C 1.414 3.040 -0.351
H 4.456 -2.795 0.279
C -2.875 0.474 -1.701
C 0.962 -1.645 -1.440
N 2.634 1.148 0.611
O 3.104 -1.485 -0.545
H -2.742 -2.740 1.883
C 1.342 -2.603 0.732
C -2.303 3.816 -0.387
H 2.509 0.362 1.232
H 0.199 0.187 1.020
C -4.800 0.665 -0.241
H -3.008 -0.612 -1.703
C -1.008 3.095 -0.208
O -2.103 -0.410 1.136
C 0.001 -2.936 0.811
C -0.359 -2.010 -1.366

The SMILES is CC(=O)c1ccc(OCCCC(=O)Nc2ccc(C)c(S(=O)(=O)N(C)C)c2)cc1. The calculation puts the LUMO energy at 0.45 eV. As for the HOMO-LUMO gap: 0.3310 hartree. Its largest force on an atom is 0.0245 Eh/bohr. Its energy above the lowest of the compared OMol25 structures with the same formula, charge and spin is 232.2 kJ/mol.

---

Entry 2:
Computed, not measured: one molecule with the formula C21H26N4O3, with ωB97M-V/def2-TZVPD.

CARTESIAN COORDINATES (ANGSTROEM)
C 3.403 1.144 -0.252
H 4.352 1.015 0.303
C -0.598 -1.475 -0.011
H 3.677 0.587 -3.099
H -0.511 -4.241 0.088
C 1.849 -2.170 0.533
H 3.710 -1.083 -3.655
H -3.565 2.351 0.829
N 2.777 -0.142 -0.531
C 2.707 2.360 1.854
H 3.392 -3.731 0.936
N 0.336 -3.732 0.284
H -1.459 3.166 -3.000
H -2.380 3.147 -1.478
C 0.503 -2.386 0.258
H -5.082 2.459 -0.107
C 1.341 2.567 -0.083
C -4.495 -2.257 1.374
C -2.011 2.534 -2.303
H 1.988 -0.235 1.373
C 3.258 -0.403 -2.937
C -4.332 1.779 0.294
C 2.478 2.040 0.521
O -3.781 1.115 -0.827
H 1.117 2.350 -1.114
C 2.576 -0.881 0.712
H 4.604 -0.895 -1.312
H -3.935 -2.296 2.314
O -1.078 1.571 -1.866
H -2.857 2.073 -2.816
H 3.578 1.985 2.370
C 2.382 -3.459 0.702
C -2.716 0.273 -0.556
H -4.807 1.080 0.986
C -2.923 -0.896 0.208
H 3.543 -1.093 1.206
H 3.631 1.620 -1.209
H -0.399 3.789 0.238
C 3.520 -0.906 -1.522
C -1.440 0.534 -1.065
H -4.294 -3.161 0.790
C -1.877 -1.762 0.468
H 3.178 -1.942 -1.456
N 1.462 -4.389 0.540
H 2.188 -0.361 -3.121
C 1.795 3.168 2.514
C -0.390 -0.338 -0.769
N 0.708 3.658 1.944
H 0.595 -0.112 -1.141
C 0.495 3.361 0.672
O -4.203 -1.094 0.643
H -2.033 -2.646 1.065
H 1.938 3.435 3.553
H -5.561 -2.204 1.593

The SMILES is CCN(Cc1ccncc1)Cc1cn[nH]c1-c1cc(OC)c(OC)c(OC)c1. The calculation puts the LUMO energy at 0.69 eV. As for the HOMO-LUMO gap: 0.3249 hartree. Its largest force on an atom is 0.0165 Eh/bohr. Its energy above the lowest of the compared OMol25 structures with the same formula, charge and spin is 402.1 kJ/mol.

---

Entry 3:
Computed, not measured: one molecule with the formula C21H26N4O3S3 at a distorted geometry, with ωB97M-V/def2-TZVPD.

CARTESIAN COORDINATES (ANGSTROEM)
C -4.192 2.118 -1.024
H 2.311 -3.361 0.090
S -1.391 1.837 2.404
H 4.020 2.710 -1.655
H -1.351 -0.451 1.749
H -3.678 -1.811 0.170
H 1.744 -0.215 4.456
C 0.484 0.301 0.996
H 3.496 1.445 0.497
S -5.102 1.896 -2.493
C -1.987 -3.023 -0.325
H 2.584 0.210 -0.399
O -4.778 4.285 -0.196
H 1.578 -5.297 -1.197
H 2.241 -0.960 2.928
C -4.162 3.249 -0.145
N -3.233 3.034 0.909
S -4.666 -0.692 -3.993
H 3.181 1.454 -2.567
H 1.916 3.190 -0.391
H 1.115 -4.283 -2.576
C -0.775 -2.385 -2.300
H 3.046 -3.218 -1.514
H -0.170 -0.084 3.047
H -2.097 -3.693 0.514
H -1.538 -0.684 -3.346
C 3.052 2.395 -2.039
H 1.042 1.884 3.053
C 2.564 -0.325 3.750
N 1.580 1.056 1.210
H 1.627 -2.240 -1.083
H 2.282 2.754 2.154
O -0.092 -4.256 -0.887
C 3.016 1.035 3.232
C 2.107 -3.209 -0.967
C -1.659 -1.343 -2.500
C -4.360 0.301 -2.737
H 3.293 1.674 4.071
C 1.191 -4.315 -1.483
C -2.688 -1.130 -1.602
C 1.925 1.756 2.428
C -2.497 1.910 1.059
C 2.515 1.180 0.101
H 1.083 1.927 -1.305
O 0.323 -0.327 -0.034
H 0.030 -2.517 -3.004
C -0.915 -3.222 -1.197
H 3.384 -0.822 4.262
C -0.577 0.236 2.090
H -3.142 3.796 1.573
H 2.705 3.142 -2.748
N -2.563 0.893 0.267
N -3.506 0.030 -1.710
C 2.050 2.235 -0.904
C -2.865 -1.981 -0.520
H 3.902 0.903 2.609
C -3.403 1.012 -0.778

The SMILES is CCCN(CCC)C(=O)CSc1nc2c(sc(=S)n2-c2ccc(OCC)cc2)c(=O)[nH]1. The calculation puts the LUMO energy at 0.21 eV. As for the HOMO-LUMO gap: 0.2931 hartree. Its largest force on an atom is 0.0321 Eh/bohr. Its energy above the lowest of the compared OMol25 structures with the same formula, charge and spin is 22.8 kJ/mol.

---

Entry 4:
Computed, not measured: C21H26N5ORuSSe2 as an isolated structure at a distorted geometry, with ωB97M-V/def2-TZVPD.

CARTESIAN COORDINATES (ANGSTROEM)
H -2.591 -1.129 -0.137
H 2.180 3.581 -4.326
C 0.533 -3.227 -2.300
C -1.240 0.074 0.997
C 2.073 3.441 -3.260
H -4.215 0.580 0.253
H -3.368 -0.791 2.271
Se -0.744 0.480 -2.994
H -4.577 1.886 1.384
C 1.746 2.202 -2.754
H 2.588 -4.221 3.653
N 1.582 1.964 -1.436
C 2.746 -3.353 3.029
H -0.078 -5.167 -2.977
H 4.453 -2.609 4.112
C -1.775 3.216 1.437
H 1.660 2.758 0.467
C 2.087 4.257 -1.013
H -2.134 2.211 3.310
H 1.370 -3.573 -1.712
H 1.082 -3.768 1.689
C 3.073 -1.166 1.385
O 1.274 -1.937 0.116
C -0.691 -1.443 -3.038
N -0.086 0.559 0.580
H -0.919 -1.734 -0.074
H -1.983 -1.903 1.320
C -4.443 0.810 1.294
N 2.088 -2.058 1.172
H -2.357 -1.792 -4.347
H 2.514 5.476 -2.727
C 1.908 -3.133 1.968
C 1.753 2.983 -0.588
H -3.530 0.641 3.244
H -5.393 0.337 1.542
H -1.391 4.131 1.889
C -1.351 -3.604 -3.721
C -0.284 -4.106 -3.000
Se 1.463 0.646 -3.832
H -2.831 3.369 1.226
N 0.320 -1.913 -2.302
H 2.221 5.044 -0.285
H 4.730 -0.639 2.618
C 3.941 -1.360 2.456
H -2.004 -4.268 -4.271
H -0.524 1.963 2.708
H 0.105 1.488 0.924
C -3.355 0.294 2.227
C 3.782 -2.454 3.278
C -1.562 -2.229 -3.760
C 2.252 4.490 -2.365
C -1.708 -1.253 0.491
C -1.569 2.046 2.395
H -1.267 3.068 0.482
N -2.000 0.748 1.860
Ru 1.233 -0.052 -0.803
S 3.209 0.142 0.245

The calculation puts the LUMO energy (alpha / beta) at -6.68 / -6.89 eV. As for the net charge: +2. Its expectation value of S² is 0.759. As for the HOMO-LUMO gap (alpha / beta): 0.2609 / 0.2620 hartree. Its largest force on an atom is 0.0213 Eh/bohr. Its energy above the lowest of the compared OMol25 structures with the same formula, charge and spin is 125.8 kJ/mol. As for the spin multiplicity: 2.

---

Entry 5:
Computed, not measured: a 2-piece molecular cluster, C21H26NO overall at a distorted geometry, with ωB97M-V/def2-TZVPD.

CARTESIAN COORDINATES (ANGSTROEM)
C -0.230 -0.041 1.935
H 1.797 1.434 -3.590
C -1.078 -2.031 0.638
C -1.022 -0.279 3.102
H 1.968 3.515 -2.000
C -0.294 -0.819 0.731
C -0.034 1.633 4.220
H -1.763 -1.246 -1.934
H -2.896 -1.174 1.471
C -0.948 0.573 4.199
H 1.289 -0.114 -2.859
C 1.845 0.808 -2.675
H 4.170 3.365 -1.110
C -2.405 1.134 -1.087
C 2.092 2.764 -1.201
C -0.927 -0.581 -2.186
C -0.005 1.585 -1.193
C -1.268 -4.364 -0.073
H -2.865 1.499 -2.024
C 0.806 1.847 3.117
H -1.683 -1.145 3.135
H 0.034 2.279 5.095
H 3.745 1.937 -0.083
C 0.723 1.019 2.007
C -1.001 0.634 -1.331
N 1.321 1.548 -1.532
C 3.304 0.469 -2.385
H -3.061 0.347 -0.697
C -2.431 -2.081 1.065
C -2.584 -4.409 0.408
H -3.159 -5.333 0.346
H 0.623 -0.798 0.122
C -3.163 -3.263 0.969
H 3.353 -0.234 -1.524
H -1.030 -0.346 -3.262
H 0.520 -3.171 -0.292
H -0.262 2.479 -0.615
H 1.712 3.174 -0.261
O 4.074 1.644 -2.126
H -1.600 0.395 5.056
C -0.519 -3.200 0.049
H 3.781 0.013 -3.268
H -0.821 -5.251 -0.528
H -2.414 1.971 -0.379
C 3.570 2.441 -1.052
H 1.533 2.660 3.132
H -0.013 -1.158 -2.038
H -4.186 -3.289 1.351
H 1.399 1.162 1.159

The calculation puts the LUMO energy at -5.28 eV. As for the net charge: +1. As for the HOMO-LUMO gap: 0.2075 hartree. Its largest force on an atom is 0.0255 Eh/bohr. Its energy above the lowest of the compared OMol25 structures with the same formula, charge and spin is 235.0 kJ/mol.

---

Entry 6:
Computed, not measured: a 3-piece molecular cluster, C21H27BBrN3O8P overall at a distorted geometry, with ωB97M-V/def2-TZVPD.

CARTESIAN COORDINATES (ANGSTROEM)
O -4.294 -0.560 1.997
H -3.618 3.287 -2.067
C 4.649 4.235 0.116
C -1.770 -3.374 -0.629
C 3.534 6.291 0.743
H 3.529 -0.867 -1.628
H 2.063 -2.041 1.167
C 2.307 4.522 -0.326
C -3.785 1.604 -0.757
C -3.816 2.957 -1.056
P -3.394 -4.075 -1.089
C 1.395 -1.243 1.481
H 0.443 -3.595 -2.432
C -0.524 -4.253 -0.651
H -4.129 4.940 -0.302
H -0.697 -1.010 1.862
H -3.633 -2.452 -2.477
H 1.378 4.132 -0.723
C -4.353 3.461 1.235
C 1.179 -5.595 -1.919
H 5.549 3.641 0.076
C 2.346 5.791 0.238
H 3.578 7.275 1.185
C -4.046 1.205 0.539
O 3.113 -1.011 -0.766
C 1.094 -0.292 0.310
H 3.400 2.753 -0.826
O -1.808 -2.998 0.749
O 6.930 5.347 1.083
O 2.364 1.034 -1.218
C -4.327 2.110 1.544
H 1.449 6.393 0.284
C 2.226 -0.010 -0.618
H 1.361 -6.187 -2.816
O -3.757 -0.996 -0.044
H -3.175 -5.405 -1.510
C 4.668 5.504 0.668
C 0.071 -1.771 2.051
N -4.181 -3.252 -2.186
C 3.454 3.741 -0.386
B -0.443 -3.112 1.284
N 5.938 6.040 1.185
H 1.911 -0.675 2.264
H 0.264 -0.733 -0.250
O 0.349 -3.428 0.080
C -4.101 3.885 -0.063
O 5.925 7.149 1.682
N -4.031 -0.238 0.856
H 0.739 0.647 0.735
H -0.661 -4.985 -2.680
H -3.564 0.872 -1.519
Br -0.196 -4.745 2.614
H -4.123 -4.129 0.109
H 2.130 -6.799 -0.406
H -4.521 1.767 2.548
C 1.947 -5.817 -0.831
C 0.087 -4.545 -2.014
H 2.343 -4.971 -0.279
H -0.729 -5.216 -0.168
H 0.122 -1.945 3.124
H -4.572 4.184 2.010
H -1.588 -2.445 -1.187

The calculation puts the LUMO energy at 1.16 eV. As for the net charge: -1. As for the HOMO-LUMO gap: 0.2450 hartree. Its largest force on an atom is 0.0324 Eh/bohr.

---

Q: Which formula does entry 5 have?
A: C21H26NO